Entry from OMol25: a structure of composition C14H20BrIMgO2 (ωB97M-V/def2-TZVPD).

Maximum force (Eh/bohr): 0.011
E_tot (a.u.): -3767.8322
Total charge: -2

Each line ends with the Mulliken charge.
Element x y z (Å)
Mg  -0.181  -0.741  0.308  0.3859
C  4.198  5.077  3.928  -1.6713
C  2.766  4.677  4.315  2.1558
C  1.847  5.860  4.009  -2.2248
C  2.716  4.416  5.828  -1.6738
C  2.354  3.420  3.553  -0.0540
C  1.270  3.372  2.680  -0.3491
C  0.969  2.201  2.022  -0.7373
Br  -0.485  2.123  0.809  -0.2705
C  1.694  0.981  2.157  1.2007
O  1.373  -0.062  1.493  -0.9423
C  2.802  1.042  3.061  -0.2959
C  3.079  2.240  3.707  0.4489
C  3.727  -0.148  3.374  2.0044
C  3.679  -0.432  4.886  -1.6885
C  3.386  -1.461  2.658  -2.1634
C  5.167  0.222  2.985  -1.7028
H  4.497  5.997  4.443  0.4535
H  4.266  5.242  2.851  0.3606
H  4.909  4.292  4.190  0.3032
H  2.176  6.738  4.572  0.4369
H  0.814  5.642  4.290  0.3992
H  1.863  6.111  2.947  0.3989
H  2.980  5.320  6.387  0.4529
H  3.411  3.624  6.112  0.3018
H  1.714  4.101  6.124  0.3616
H  0.650  4.238  2.492  0.5076
H  3.929  2.257  4.384  0.0494
H  2.655  -0.654  5.192  0.3748
H  4.033  0.417  5.475  0.3003
H  4.305  -1.298  5.124  0.4613
H  2.387  -1.811  2.907  0.3961
H  4.116  -2.215  2.975  0.5167
H  3.421  -1.368  1.575  0.3558
H  5.537  1.080  3.553  0.2962
H  5.216  0.470  1.924  0.3804
H  5.835  -0.624  3.172  0.4571
I  1.725  -1.915  -1.694  -0.7807
O  -1.941  -1.160  0.504  -1.2057

Entry from OMol25: a structure of composition C27H25IN4O2Re at a distorted geometry (ωB97M-V/def2-TZVPD).

Maximum force (Eh/bohr): 0.052
E_tot (a.u.): -1788.7679
Total charge: +2
Spin multiplicity: 4
⟨S²⟩: 4.00

Each line ends with the Mulliken charge.
Element x y z (Å)
C  3.556  4.201  0.914  -0.5320
C  4.727  3.296  0.544  -0.7957
H  3.239  4.798  0.054  0.2840
H  3.842  4.893  1.711  0.3103
H  2.697  3.622  1.257  -0.0654
H  4.422  2.509  -0.145  0.1738
H  5.528  3.873  0.072  0.3685
H  5.145  2.817  1.431  0.2296
C  -2.778  0.960  -0.844  0.2824
C  -3.985  0.911  -1.523  -0.8687
C  -4.284  -0.166  -2.359  -0.5050
C  -3.341  -1.169  -2.490  -0.7109
H  -2.502  1.791  -0.188  0.2512
H  -4.678  1.734  -1.379  0.4090
H  -5.231  -0.219  -2.894  0.4799
H  -3.493  -2.044  -3.118  0.3949
N  -1.835  -0.022  -0.964  -0.0483
C  -2.122  -1.082  -1.793  1.2762
C  -1.069  -2.042  -1.845  0.3905
N  0.016  -1.695  -1.061  -0.1681
C  1.119  -2.516  -1.074  -0.1041
C  -0.003  -4.077  -2.548  -0.5087
C  1.109  -3.716  -1.775  -0.8503
H  1.955  -2.158  -0.476  0.6609
H  1.992  -4.347  -1.695  0.4456
C  -1.095  -3.231  -2.590  -0.6934
H  -1.999  -3.431  -3.171  0.3918
H  -0.010  -5.008  -3.115  0.4678
Re  0.001  0.010  0.013  0.8267
I  -0.264  2.427  0.940  0.1381
O  2.771  1.121  1.217  -0.5527
C  2.177  0.269  1.854  -0.1626
N  2.161  0.020  3.204  0.1184
C  1.593  -1.252  3.581  3.5009
C  1.254  -1.810  2.203  -0.4967
O  1.026  -2.970  1.887  -0.5670
N  1.323  -0.730  1.259  0.1344
C  2.639  -1.995  4.405  -0.3293
C  3.128  -3.239  4.022  -0.4487
C  4.025  -3.921  4.856  -0.8401
C  4.443  -3.344  6.055  -0.5255
C  3.994  -2.068  6.416  -0.7921
C  3.097  -1.389  5.586  -0.2866
C  0.260  -1.084  4.287  0.0759
C  -0.005  -1.515  5.597  -0.3602
C  -1.259  -1.248  6.157  -0.8795
C  -2.247  -0.598  5.416  -0.6275
C  -1.984  -0.199  4.103  -0.8165
C  -0.737  -0.467  3.548  -0.1218
H  2.756  0.590  3.799  0.3173
H  2.773  -3.685  3.094  0.4538
H  4.373  -4.907  4.549  0.4250
H  5.121  -3.883  6.713  0.4104
H  4.321  -1.594  7.343  0.4070
H  2.726  -0.404  5.889  0.3423
H  0.760  -2.031  6.183  0.5001
H  -1.449  -1.556  7.183  0.4332
H  -3.226  -0.412  5.848  0.4200
H  -2.728  0.311  3.499  0.4065
H  -0.527  -0.155  2.506  -0.0692

Entry from OMol25: a structure of composition C5H9NO (ωB97M-V/def2-TZVPD).

Maximum force (Eh/bohr): 0.011
E_tot (a.u.): -325.7204
Total charge: 0

Each line ends with the Mulliken charge.
Element x y z (Å)
C  2.529  -0.565  -0.007  -0.5687
C  1.211  0.521  0.549  -0.1755
N  2.191  1.260  0.055  -0.4098
O  0.069  0.574  -0.192  -0.2392
C  -1.017  -0.108  0.398  -0.0229
C  -2.061  -0.652  -0.517  -0.5402
C  -2.348  0.561  0.339  -0.5481
H  2.865  -0.992  0.932  0.2699
H  1.861  -1.234  -0.554  0.2849
H  3.388  -0.338  -0.647  0.3157
H  1.886  1.729  -0.825  0.2497
H  -0.732  -0.661  1.288  0.4604
H  -1.916  -0.483  -1.580  0.2237
H  -2.529  -1.599  -0.263  0.2413
H  -2.381  1.522  -0.165  0.2272
H  -3.017  0.464  1.190  0.2316

Entry from OMol25: a structure of composition C51H47N8O3STaTe (ωB97M-V/def2-TZVPD).

Maximum force (Eh/bohr): 0.017
E_tot (a.u.): -3358.3831
Total charge: +2

Each line ends with the Mulliken charge.
Element x y z (Å)
Ta  1.089  -1.310  0.142  1.2986
O  5.056  -2.336  -0.628  -0.6418
C  3.852  -2.389  -0.617  0.2240
N  3.052  -1.818  0.366  0.0985
C  3.824  -1.358  1.525  -0.6967
C  2.887  -1.302  2.681  0.8135
C  3.298  -1.288  4.003  -0.9873
C  2.344  -1.205  4.997  -0.5684
C  1.000  -1.129  4.646  -1.3754
C  0.656  -1.167  3.316  -0.0465
N  1.591  -1.263  2.348  0.0398
C  3.059  -3.144  -1.626  0.4955
C  3.670  -3.958  -2.557  -0.9226
C  2.861  -4.702  -3.402  -0.4881
C  1.486  -4.600  -3.265  -1.2139
C  0.959  -3.745  -2.311  0.0475
N  1.735  -3.013  -1.507  0.5109
H  4.647  -2.046  1.722  0.9270
H  4.270  -0.372  1.354  -0.3566
H  4.353  -1.343  4.233  0.6166
H  2.639  -1.202  6.038  0.4888
H  0.225  -1.061  5.396  0.5562
H  -0.370  -1.133  2.979  0.5085
H  4.750  -4.003  -2.586  0.5872
H  3.294  -5.361  -4.143  0.4948
H  0.816  -5.179  -3.884  0.5212
H  -0.111  -3.657  -2.183  0.4811
C  -2.772  -5.878  0.894  -1.1986
C  -3.037  -4.434  1.290  -0.5750
N  -2.819  -3.497  0.191  -0.0710
C  -1.692  -2.865  -0.115  -0.1425
S  -0.271  -3.192  0.885  -0.5764
N  -1.694  -2.092  -1.174  -1.7842
N  -0.523  -1.435  -1.399  1.4276
C  -0.364  -0.892  -2.563  1.3268
C  -1.349  -0.999  -3.672  -2.0015
C  0.936  -0.246  -2.780  0.2346
C  1.289  0.334  -3.983  -0.3368
C  2.553  0.895  -4.120  -1.4204
C  3.418  0.877  -3.043  -0.9710
C  2.999  0.286  -1.863  -0.5122
N  1.798  -0.281  -1.735  0.7903
H  -2.962  -6.539  1.740  0.3993
H  -1.735  -6.010  0.585  0.2598
H  -3.421  -6.184  0.073  0.3643
H  -2.402  -4.133  2.122  0.3431
H  -4.069  -4.303  1.615  0.5126
H  -3.580  -3.329  -0.452  0.3010
H  -2.313  -1.324  -3.301  0.4465
H  -0.980  -1.726  -4.403  0.4302
H  -1.466  -0.041  -4.177  0.4360
H  0.585  0.353  -4.801  0.5764
H  2.848  1.347  -5.057  0.4773
H  4.401  1.321  -3.094  0.5431
H  3.645  0.273  -0.996  0.3595
C  -1.096  5.168  3.215  -1.6479
C  -0.718  3.914  2.479  0.0971
C  -1.580  2.830  2.399  -0.4145
C  -1.248  1.647  1.733  0.4561
C  -2.248  0.545  1.637  -0.0356
O  -1.877  -0.617  1.551  -0.1446
C  -3.701  0.860  1.644  0.3817
C  -4.217  2.065  1.169  0.3431
C  -5.588  2.260  1.114  -1.1067
C  -6.449  1.262  1.550  -0.5963
C  -5.941  0.061  2.032  -0.8496
C  -4.574  -0.144  2.068  -0.4286
C  0.031  1.544  1.173  0.3018
O  0.475  0.401  0.570  0.4684
C  0.883  2.644  1.172  -0.7219
C  0.507  3.806  1.828  0.0921
C  2.196  2.612  0.447  -0.4020
N  2.370  2.953  -0.759  -0.3674
C  1.362  3.454  -1.679  -1.7378
C  -0.075  2.941  -1.597  0.5778
Te  -1.091  3.453  -3.413  0.2751
C  -2.679  2.092  -3.159  -0.4568
C  -3.537  1.901  -4.241  -0.4892
C  -4.592  1.007  -4.146  -0.8031
C  -4.800  0.291  -2.973  -0.8852
C  -3.950  0.482  -1.896  -0.1022
C  -2.893  1.381  -1.985  0.8420
C  3.399  2.224  1.246  1.0406
C  3.307  1.981  2.614  0.1627
C  4.450  1.706  3.358  -1.0204
C  5.688  1.646  2.740  -0.5494
C  5.788  1.879  1.370  -1.0077
C  4.656  2.178  0.634  -0.1613
H  -2.075  5.074  3.680  0.4160
H  -1.123  6.022  2.537  0.3664
H  -0.369  5.394  3.996  0.3620
H  -2.549  2.895  2.877  0.7110
H  -3.556  2.843  0.810  0.4244
H  -5.985  3.189  0.727  0.4528
H  -7.518  1.421  1.516  0.4435
H  -6.615  -0.710  2.381  0.4617
H  -4.163  -1.077  2.432  0.4615
H  1.195  4.645  1.834  0.6776
H  1.754  3.233  -2.676  0.6288
H  1.376  4.546  -1.601  0.4820
H  -0.630  3.363  -0.764  0.7607
H  -0.098  1.853  -1.524  -0.7137
H  -3.388  2.450  -5.164  0.3984
H  -5.256  0.874  -4.990  0.4238
H  -5.629  -0.400  -2.900  0.4330
H  -4.109  -0.063  -0.973  0.4578
H  -2.246  1.523  -1.126  -0.1288
H  2.347  2.034  3.114  0.3154
H  4.370  1.554  4.426  0.5292
H  6.577  1.440  3.321  0.4457
H  6.755  1.851  0.887  0.4593
H  4.729  2.417  -0.419  0.5698

Entry from OMol25: an isolated molecule of C4H9N at a distorted geometry (ωB97M-V/def2-TZVPD).

Maximum force (Eh/bohr): 0.066
SMILES: C=CCNC
E_tot (a.u.): -212.4988
Total charge: 0

Each line ends with the Mulliken charge.
Element x y z (Å)
C  1.670  0.459  0.972  -0.6322
C  1.253  -0.109  -0.172  -0.0675
C  0.114  -1.031  -0.214  -0.5959
N  -1.018  -0.160  -0.810  -0.3935
C  -1.552  0.755  0.144  -0.8796
H  2.412  1.243  1.000  0.2888
H  1.055  0.238  1.873  0.2141
H  1.663  0.090  -1.185  0.2619
H  -0.222  -1.448  0.737  0.3462
H  0.441  -1.849  -0.937  0.2942
H  -1.764  -0.753  -1.282  0.2525
H  -1.785  0.336  1.100  0.3228
H  -0.995  1.686  0.194  0.2695
H  -2.593  1.126  -0.213  0.3185

Entry from OMol25: a structure of composition C31H18F8GaN4O2SSe at a distorted geometry (ωB97M-V/def2-TZVPD).

Maximum force (Eh/bohr): 0.047
E_tot (a.u.): -7085.0003
Total charge: -1

Each line ends with the Mulliken charge.
Element x y z (Å)
Ga  0.358  -0.028  1.276  1.1322
O  1.304  -0.623  3.117  -0.3248
N  0.688  -0.359  4.160  -0.5638
N  -0.354  0.403  3.985  0.8524
O  -0.723  0.797  2.764  -0.4853
C  -1.241  0.719  5.071  0.0998
C  -0.755  0.804  6.380  -0.3954
C  -1.640  0.950  7.436  -0.4666
C  -3.042  0.998  7.140  -0.4378
C  -3.477  0.975  5.802  -0.5704
C  -2.580  0.850  4.774  -0.0569
H  0.323  0.686  6.595  0.3919
H  -1.273  1.049  8.460  0.3563
H  -3.756  1.138  7.964  0.3233
H  -4.533  0.979  5.629  0.3903
H  -2.933  0.826  3.735  0.3873
F  4.342  2.757  -0.875  -0.2053
C  5.030  1.731  -0.321  0.7663
F  6.127  1.529  -1.079  -0.3196
F  5.502  2.254  0.852  -0.2994
C  4.274  0.477  -0.095  0.1346
C  4.848  -0.759  -0.401  -0.2128
C  4.114  -1.920  -0.204  -1.1784
C  2.832  -1.804  0.180  0.0429
N  2.273  -0.637  0.465  0.0943
C  2.962  0.564  0.401  0.0251
S  2.033  1.865  1.062  -0.5325
H  5.870  -0.850  -0.695  0.5295
H  4.529  -2.939  -0.242  0.3583
H  2.124  -2.618  0.182  0.4061
F  -2.249  -3.757  -4.195  -0.3647
C  -1.894  -3.467  -2.941  0.9889
C  -1.076  -4.260  -2.204  0.2486
F  -0.530  -5.331  -2.861  -0.3487
C  -0.739  -3.965  -0.906  0.2267
F  0.139  -4.788  -0.293  -0.4014
C  -1.220  -2.806  -0.255  -0.3228
Se  -0.644  -2.268  1.508  -0.1581
C  -2.133  -2.069  -1.015  0.7715
F  -2.719  -1.045  -0.450  -0.4236
C  -2.496  -2.398  -2.309  -0.3018
F  -3.391  -1.634  -2.911  -0.4256
N  -0.679  0.660  -0.108  -0.5235
C  -0.564  0.963  -1.338  -0.6061
C  0.548  0.551  -2.242  -0.3285
C  0.296  -0.608  -2.979  -0.0518
C  1.296  -1.201  -3.733  -0.5457
C  2.559  -0.616  -3.884  -0.9943
C  2.826  0.510  -3.114  -0.7376
C  1.845  1.045  -2.323  -0.1874
C  -1.632  1.769  -1.972  0.9051
C  -1.655  2.081  -3.304  -0.3478
C  -2.718  2.845  -3.787  -0.6432
C  -3.835  3.195  -3.020  -0.6742
C  -3.790  2.788  -1.700  -0.3962
C  -2.736  2.090  -1.172  -0.7624
H  -0.671  -1.048  -3.014  0.6916
H  1.062  -2.133  -4.270  0.3920
H  3.290  -1.078  -4.485  0.4492
H  3.750  1.044  -3.113  0.4893
H  2.075  1.800  -1.594  1.0202
H  -0.879  1.807  -3.988  0.4265
H  -2.662  3.020  -4.851  0.3622
H  -4.618  3.721  -3.534  0.4013
H  -4.646  2.980  -1.028  0.3237
H  -2.740  1.791  -0.135  0.6070